--- P ---
C2H3N3O | ωB97M-V/def2-TZVPD

Geometry as XYZ:
```
9
Properties=species:S:1:pos:R:3:nbo_charge:R:1
C -1.41560 -0.07594 -0.00147 0.34
N -0.78142 1.01835 -0.05078 -0.31
N 0.55844 0.87763 0.32857 -0.47
C 1.16767 -0.33039 0.01371 0.20
N 0.54895 -1.42836 -0.06438 -0.15
O -0.87166 -1.29680 0.28723 -0.40
H -2.46544 -0.11229 -0.27348 0.19
H 1.04803 1.70717 -0.02094 0.39
H 2.21102 -0.35936 -0.21845 0.21
```

The value obtained for the HOMO-LUMO gap is 9.79 eV. The calculation puts the HOMO energy at -8.96 eV. As for the SMILES: C1=NNC=NO1. As for the lowest unoccupied orbital energy: 0.829 eV.

--- Q ---
C2H3N3O | ωB97M-V/def2-TZVPD

Geometry as XYZ:
```
9
Properties=species:S:1:pos:R:3:nbo_charge:R:1
O 2.12274 -0.30654 -0.34969 -0.64
C 0.80587 -0.23112 -0.12144 0.56
N 0.16976 0.88851 0.11148 -0.27
N -1.07062 0.70213 0.48397 -0.48
C -1.14942 -1.34532 0.10648 0.14
N 0.05987 -1.35853 -0.17917 -0.46
H 2.49806 0.56363 -0.15327 0.50
H -1.60112 1.56806 0.37112 0.37
H -1.83514 -0.48082 -0.26949 0.27
```

The value obtained for the HOMO-LUMO gap is 8.90 eV. The calculation puts the HOMO energy at -8.81 eV. As for the lowest unoccupied orbital energy: 0.096 eV.

Ranked by calculated energy, most stable first: P, Q.